No. 1
# C7H7O2

A cluster of 2 separate species, C7H7O2 in total (wB97M-V/def2-TZVPD, the OMol25 dataset).

Cartesian coordinates (Å):
O (-1.251, 1.194, 3.231)
O (0.401, 0.437, 4.613)
C (-0.752, 0.865, 4.339)
H (-1.437, 0.969, 5.215)
C (1.803, 0.850, -1.503)
C (1.524, 0.747, -0.140)
C (3.064, 0.496, -1.986)
C (2.506, 0.290, 0.740)
C (4.045, 0.039, -1.106)
C (3.766, -0.065, 0.257)
H (1.031, 1.210, -2.196)
H (0.533, 1.026, 0.240)
H (3.283, 0.577, -3.059)
H (2.286, 0.208, 1.813)
H (5.037, -0.240, -1.486)
H (4.538, -0.425, 0.950)

Output
charge	-1
E_HOMO	-3.9	eV
orbital gap	7.19	eV

***

No. 2
# C7H7O6P

A cluster of 2 separate species, C7H7O6P in total in a non-equilibrium geometry (wB97M-V/def2-TZVPD, the OMol25 dataset).

Cartesian coordinates (Å):
C (1.614, -1.149, 0.572)
C (0.898, -0.270, 1.294)
C (1.230, -1.214, -0.754)
C (0.121, 0.719, 0.898)
C (0.390, -0.240, -1.283)
C (-0.235, 0.702, -0.467)
C (-1.113, 1.846, -1.028)
O (-4.813, -1.561, 0.600)
O (-4.263, 0.558, -0.607)
O (-3.550, 0.384, 1.913)
O (-0.692, 2.423, -2.069)
O (-2.092, 2.128, -0.327)
O (-2.359, -1.006, 0.024)
P (-3.730, -0.572, 0.412)
H (2.164, -2.057, 0.949)
H (1.117, -0.381, 2.379)
H (1.483, -2.003, -1.382)
H (-0.384, 1.466, 1.566)
H (0.169, -0.265, -2.358)
H (-3.436, 1.034, -0.676)
H (-2.616, 0.470, 1.905)

Output
charge	-2
E_HOMO	-1.8	eV
orbital gap	7.57	eV

***

No. 3
# C7H7O6STl

A structure of composition C7H7O6STl in a non-equilibrium geometry (wB97M-V/def2-TZVPD, the OMol25 dataset).

Cartesian coordinates (Å):
O (-0.426, -0.122, -7.321)
C (-0.245, 0.020, -6.201)
Tl (0.712, 0.309, -1.302)
O (-2.822, -1.518, -1.575)
C (-1.785, -1.044, -1.560)
C (3.015, 1.770, -1.115)
O (3.908, 2.160, -0.487)
C (-0.951, 2.596, -1.576)
O (-1.691, 3.457, -1.506)
C (1.999, -2.242, -1.451)
O (2.540, -3.242, -1.506)
H (2.374, 1.561, -2.189)
C (-1.513, -1.306, 2.210)
S (-1.009, 0.414, 2.265)
C (0.056, 0.368, 3.702)
O (-0.068, 0.601, 1.078)
H (-1.776, -1.622, 3.226)
H (-0.693, -1.906, 1.800)
H (-2.401, -1.359, 1.568)
H (0.756, -0.470, 3.602)
H (0.590, 1.322, 3.744)
H (-0.568, 0.253, 4.595)

Output
charge	+2
E_HOMO	-16.2	eV
orbital gap	4.86	eV

***

No. 4
# C7H8

The molecule C7H8 in a non-equilibrium geometry (wB97M-V/def2-TZVPD, the OMol25 dataset).

Cartesian coordinates (Å):
C (2.574, 0.697, 0.226)
C (1.560, 1.081, -0.306)
C (0.240, 1.047, -0.933)
C (-0.285, -0.036, 0.065)
C (-0.054, -1.478, -0.426)
C (-1.583, 0.192, 0.670)
C (-2.539, 0.400, 1.366)
H (3.083, 0.131, 0.973)
H (0.356, 0.721, -1.975)
H (-0.352, 1.970, -0.910)
H (0.387, 0.241, 0.920)
H (-0.926, -1.867, -0.965)
H (0.814, -1.545, -1.093)
H (0.125, -2.138, 0.427)
H (-3.400, 0.586, 1.961)

Output
E_HOMO	-9.5	eV
orbital gap	10.43	eV
structure (SMILES)	C#CC[C@H](C)C#C

***

No. 5
# C7H8

The molecule C7H8 in a non-equilibrium geometry (wB97M-V/def2-TZVPD, the OMol25 dataset).

Cartesian coordinates (Å):
C (-0.214, 1.073, 0.080)
C (-1.486, 1.370, -0.529)
C (0.480, 0.538, 1.290)
C (0.166, -0.208, 2.369)
C (1.250, 1.598, 0.525)
C (-0.552, 0.380, -1.173)
C (-1.039, -0.959, -1.424)
H (0.806, -0.415, 3.188)
H (-0.867, -0.597, 2.286)
H (1.394, 2.509, 0.908)
H (1.994, 1.463, -0.193)
H (-0.068, 0.839, -2.061)
H (-1.890, -0.978, -2.128)
H (-1.446, -1.457, -0.423)
H (-0.076, -1.461, -1.810)

Output
E_HOMO	-8.5	eV
orbital gap	7.99	eV

***

No. 6
# C7H8

The molecule C7H8 (wB97M-V/def2-TZVPD, the OMol25 dataset).

Cartesian coordinates (Å):
C (2.971, 0.837, -0.230)
C (1.777, 0.944, -0.331)
C (0.314, 1.034, -0.381)
C (-0.333, -0.139, 0.391)
C (-0.091, -1.475, -0.323)
C (-1.766, 0.085, 0.619)
C (-2.941, 0.223, 0.844)
H (4.032, 0.745, -0.135)
H (-0.026, 1.015, -1.424)
H (-0.011, 1.991, 0.044)
H (0.148, -0.176, 1.377)
H (-0.423, -1.414, -1.366)
H (0.975, -1.720, -0.309)
H (-0.646, -2.282, 0.164)
H (-3.981, 0.333, 1.060)

Output
E_HOMO	-9.9	eV
orbital gap	10.97	eV
structure (SMILES)	C#CC[C@H](C)C#C

***

No. 7
# C7H85F6NO41S

A cluster of 40 separate species, C7H85F6NO41S in total in a non-equilibrium geometry (wB97M-V/def2-TZVPD, the OMol25 dataset).

Cartesian coordinates (Å):
C (4.333, -1.477, 2.736)
C (3.410, -1.069, 2.036)
C (2.134, -0.717, 1.177)
C (1.137, -1.973, 1.312)
C (-0.124, -1.870, 0.353)
N (-1.389, -2.493, 0.829)
C (-1.977, -1.894, 2.009)
F (-1.477, -2.366, 3.237)
F (-3.353, -2.286, 2.010)
C (-1.990, -0.307, 2.040)
F (-0.809, 0.284, 2.407)
F (-2.493, 0.187, 0.824)
F (-2.948, 0.078, 3.003)
S (-1.373, -4.199, 0.836)
O (-0.054, -4.813, 0.747)
O (-2.138, -4.621, -0.357)
F (-2.150, -4.873, 2.128)
H (4.902, -2.113, 3.467)
H (1.707, 0.231, 1.619)
H (2.516, -0.583, 0.121)
H (1.753, -2.861, 0.943)
H (0.920, -2.183, 2.398)
H (-0.232, -0.780, 0.027)
H (0.164, -2.419, -0.609)
O (5.939, -2.890, 1.195)
H (5.585, -3.742, 0.915)
H (6.430, -2.577, 0.426)
O (0.183, -2.296, -2.530)
H (-0.187, -3.137, -2.827)
H (0.703, -1.990, -3.286)
O (1.075, -2.587, -5.618)
H (0.705, -3.427, -5.915)
H (1.596, -2.279, -6.376)
O (6.993, -2.362, 4.675)
H (7.929, -2.546, 4.804)
H (6.872, -2.448, 3.722)
O (-4.400, -0.422, 6.010)
H (-4.797, -1.248, 5.706)
H (-3.881, -0.121, 5.255)
O (0.781, -1.657, -8.000)
H (-0.069, -1.420, -7.605)
H (0.808, -1.147, -8.821)
O (8.350, -4.011, 2.919)
H (7.759, -3.685, 2.222)
H (9.214, -4.047, 2.494)
O (-2.598, 2.469, -1.124)
H (-3.369, 2.513, -1.705)
H (-2.909, 1.963, -0.362)
O (8.545, -2.872, 0.323)
H (8.778, -3.549, -0.324)
H (8.603, -2.043, -0.175)
O (-6.165, -2.557, 2.033)
H (-5.216, -2.730, 2.047)
H (-6.559, -3.378, 2.355)
O (-1.994, 1.911, -3.953)
H (-1.557, 1.075, -4.161)
H (-2.094, 1.889, -2.991)
O (1.507, 0.958, 4.216)
H (0.740, 1.008, 3.633)
H (1.188, 0.447, 4.972)
O (-7.374, -0.463, 4.234)
H (-7.170, -1.139, 3.576)
H (-7.261, 0.370, 3.756)
O (-3.498, -7.237, 0.931)
H (-2.922, -6.473, 0.791)
H (-4.199, -6.901, 1.500)
O (0.217, 1.245, 6.549)
H (0.797, 2.005, 6.415)
H (-0.493, 1.585, 7.106)
O (0.360, 3.130, -1.664)
H (0.619, 3.859, -1.084)
H (-0.459, 2.797, -1.270)
O (2.130, -2.941, 4.101)
H (2.574, -3.766, 3.874)
H (2.074, -2.962, 5.065)
O (4.596, 1.289, 1.044)
H (4.892, 1.698, 1.867)
H (4.409, 2.039, 0.464)
O (-3.153, 0.425, -6.702)
H (-2.899, 1.158, -6.128)
H (-3.962, 0.084, -6.302)
O (3.763, -2.151, -4.628)
H (4.054, -1.347, -5.075)
H (3.094, -2.523, -5.222)
O (-1.678, 5.261, -2.912)
H (-0.891, 4.850, -2.525)
H (-2.104, 4.541, -3.393)
O (-5.978, -2.403, -0.895)
H (-5.568, -3.245, -1.135)
H (-6.059, -2.446, 0.070)
O (7.023, 2.072, 2.161)
H (7.979, 1.940, 2.160)
H (6.670, 1.238, 2.508)
O (5.048, 1.126, 3.931)
H (5.310, 1.863, 4.498)
H (4.263, 0.765, 4.363)
O (-3.483, 6.156, -5.745)
H (-2.805, 5.728, -5.206)
H (-3.495, 7.066, -5.426)
O (-7.826, -3.952, -2.559)
H (-7.538, -3.240, -1.969)
H (-8.635, -4.283, -2.152)
O (-6.656, 5.759, -6.386)
H (-5.705, 5.595, -6.337)
H (-7.051, 4.944, -6.058)
O (-1.539, -0.347, 8.177)
H (-2.306, -0.298, 7.588)
H (-1.857, -0.858, 8.931)
O (-5.943, 1.607, 2.264)
H (-5.018, 1.369, 2.404)
H (-6.057, 1.549, 1.307)
O (-3.136, 6.957, -1.086)
H (-2.888, 6.267, -1.719)
H (-3.016, 7.779, -1.576)
O (0.079, 3.489, -6.170)
H (-0.688, 3.528, -6.754)
H (-0.231, 2.984, -5.408)
O (5.603, -2.457, -1.751)
H (5.857, -1.649, -2.213)
H (4.934, -2.853, -2.323)
O (8.163, 0.186, -1.023)
H (8.709, 0.962, -1.191)
H (7.469, 0.510, -0.431)
O (-0.320, 8.040, -2.500)
H (-0.687, 7.198, -2.798)
H (0.227, 8.332, -3.239)
O (-4.055, 4.375, -8.170)
H (-3.788, 4.786, -7.338)
H (-4.197, 5.121, -8.764)
O (2.769, -2.926, -9.962)
H (2.528, -3.722, -10.451)
H (2.186, -2.939, -9.192)
O (5.333, 3.966, 0.193)
H (6.046, 3.549, 0.700)
H (5.313, 4.873, 0.520)
O (-6.954, -0.246, 7.764)
H (-7.512, 0.125, 7.070)
H (-6.086, -0.323, 7.349)
O (-1.356, 2.270, 9.967)
H (-1.588, 1.472, 9.474)
H (-1.957, 2.264, 10.722)

Output
E_HOMO	-8.5	eV
orbital gap	7.43	eV

***

No. 8
# C7H86FIN2O38

A cluster of 38 separate species, C7H86FIN2O38 in total in a non-equilibrium geometry (wB97M-V/def2-TZVPD, the OMol25 dataset).

Cartesian coordinates (Å):
C (4.555, -2.571, 0.447)
C (3.408, -1.704, -0.102)
F (3.920, -0.444, -0.431)
C (2.326, -1.575, 0.957)
C (1.615, -2.935, 1.056)
C (0.281, -2.739, 0.347)
I (0.384, -2.392, -1.825)
C (-0.834, -3.732, 0.645)
N (-0.345, -5.089, 0.850)
N (-0.118, -1.375, 0.792)
C (1.122, -0.652, 0.648)
O (1.206, 0.513, 0.346)
H (4.638, -3.505, -0.108)
H (5.503, -2.040, 0.377)
H (4.373, -2.818, 1.496)
H (3.045, -2.195, -1.001)
H (2.755, -1.274, 1.912)
H (2.158, -3.814, 0.705)
H (1.379, -3.168, 2.100)
H (-1.531, -3.736, -0.194)
H (-1.403, -3.355, 1.488)
H (0.648, -5.177, 0.722)
H (-0.650, -5.481, 1.720)
H (-0.219, -1.394, 1.818)
O (-2.043, 0.800, 0.938)
H (-1.082, 0.859, 0.860)
H (-2.363, 1.501, 0.357)
O (-1.424, 0.350, -2.766)
H (-1.937, 1.158, -2.878)
H (-0.788, 0.570, -2.077)
O (2.431, -3.605, -4.355)
H (2.274, -2.764, -3.909)
H (1.888, -3.544, -5.150)
O (-2.778, -5.105, 2.557)
H (-2.957, -5.938, 2.105)
H (-3.440, -4.493, 2.214)
O (1.573, 2.793, -1.608)
H (2.104, 3.379, -1.058)
H (1.259, 2.107, -1.005)
O (5.657, -0.994, -3.074)
H (6.466, -0.851, -2.568)
H (4.959, -0.670, -2.492)
O (-0.580, -1.612, -4.760)
H (-0.750, -0.767, -4.311)
H (-1.118, -1.564, -5.555)
O (1.397, 0.908, -4.376)
H (1.468, 1.408, -3.553)
H (1.117, 0.022, -4.116)
O (-0.228, -4.650, 3.976)
H (-0.054, -5.145, 4.783)
H (-1.040, -5.033, 3.606)
O (-0.899, 2.999, 2.679)
H (-0.150, 2.394, 2.635)
H (-1.678, 2.421, 2.690)
O (-0.957, 6.058, 3.002)
H (-1.095, 5.123, 2.785)
H (-1.689, 6.515, 2.574)
O (0.135, 5.805, -2.932)
H (0.853, 5.162, -2.882)
H (-0.657, 5.258, -2.930)
O (4.214, -3.025, 3.585)
H (4.635, -2.382, 4.166)
H (4.073, -3.795, 4.145)
O (-3.091, -3.276, -2.213)
H (-2.290, -2.740, -2.154)
H (-3.788, -2.630, -2.371)
O (-0.641, -6.161, -2.465)
H (0.160, -5.631, -2.406)
H (-1.341, -5.513, -2.614)
O (-1.987, 2.907, -1.144)
H (-1.140, 3.374, -1.094)
H (-2.636, 3.598, -1.307)
O (-2.995, -2.104, 2.448)
H (-3.618, -1.438, 2.142)
H (-2.317, -1.606, 2.924)
O (-0.524, 5.257, -6.106)
H (-0.902, 6.127, -6.268)
H (0.147, 5.415, -5.434)
O (1.303, 8.885, -2.006)
H (1.125, 7.958, -2.192)
H (0.617, 9.360, -2.485)
O (-0.346, -1.625, 3.638)
H (-0.281, -0.808, 4.141)
H (-0.421, -2.337, 4.286)
O (-1.997, -8.516, -3.734)
H (-1.646, -7.763, -3.239)
H (-2.468, -9.044, -3.079)
O (-3.975, 2.495, 3.298)
H (-4.015, 3.349, 3.751)
H (-4.546, 2.612, 2.533)
O (-1.733, 6.640, 5.853)
H (-1.112, 6.344, 5.172)
H (-2.485, 6.960, 5.346)
O (0.516, 1.307, 4.155)
H (1.220, 1.858, 3.790)
H (-0.295, 1.735, 3.859)
O (0.245, 5.024, -0.208)
H (-0.132, 5.899, -0.349)
H (0.924, 5.173, 0.459)
O (-5.433, 5.082, 3.803)
H (-5.598, 5.986, 4.093)
H (-6.106, 4.561, 4.257)
O (-4.360, -0.029, -1.506)
H (-4.869, 0.777, -1.629)
H (-3.685, 0.198, -0.856)
O (-3.497, -10.826, -2.649)
H (-2.706, -11.375, -2.657)
H (-4.227, -11.451, -2.674)
O (-5.936, 1.135, 5.473)
H (-6.091, 1.398, 4.561)
H (-4.992, 1.279, 5.589)
O (2.152, -6.281, 1.964)
H (2.973, -6.055, 2.413)
H (1.467, -5.850, 2.495)
O (3.562, 4.748, -1.723)
H (3.434, 4.997, -2.644)
H (4.505, 4.869, -1.575)
O (5.458, 0.943, -5.668)
H (5.689, 0.343, -4.947)
H (4.506, 0.837, -5.767)
O (7.415, -3.385, -3.318)
H (7.276, -4.106, -3.939)
H (6.746, -2.729, -3.552)
O (3.666, -6.173, -5.969)
H (3.480, -5.341, -5.520)
H (3.140, -6.143, -6.773)
O (2.180, 3.770, 2.676)
H (2.887, 4.314, 2.314)
H (1.371, 4.196, 2.376)
O (-1.265, 9.554, 4.948)
H (-1.305, 8.775, 5.520)
H (-2.053, 9.497, 4.401)
O (-5.844, 7.455, 2.116)
H (-6.101, 6.739, 1.527)
H (-6.389, 8.203, 1.849)

Output
E_HOMO	-8.7	eV
orbital gap	7.81	eV

***

No. 9
# C7H8BeO5

A structure of composition C7H8BeO5 in a non-equilibrium geometry (wB97M-V/def2-TZVPD, the OMol25 dataset).

Cartesian coordinates (Å):
Be (0.039, 0.710, -0.972)
C (0.167, 1.434, 2.039)
O (0.328, 1.622, 3.155)
C (0.033, 2.702, -0.558)
O (0.365, 3.784, -0.367)
C (-1.413, 0.409, -0.253)
O (-2.511, 0.167, -0.015)
C (1.608, 0.786, -0.418)
O (2.755, 0.877, -0.362)
C (0.066, -0.446, -2.275)
H (0.992, -1.031, -2.419)
H (-0.835, -1.060, -2.437)
C (0.021, 0.934, -2.652)
H (-0.924, 1.366, -3.036)
H (0.930, 1.418, -3.056)
C (-0.509, -2.341, 2.537)
O (0.135, -1.584, 1.496)
H (-0.665, -3.407, 2.281)
H (-1.491, -1.891, 2.720)
H (0.084, -2.284, 3.466)
H (0.824, -2.167, 1.127)

Output
charge	+2
E_HOMO	-17.3	eV
orbital gap	5.69	eV

***

No. 10
# C7H8Br2ClNO

A structure of composition C7H8Br2ClNO in a non-equilibrium geometry (wB97M-V/def2-TZVPD, the OMol25 dataset).

Cartesian coordinates (Å):
C (1.205, 0.788, -0.414)
C (2.027, -0.035, 0.417)
C (-0.637, -0.717, -0.529)
C (-0.067, 0.476, -0.854)
C (0.035, -1.577, 0.495)
C (1.392, -1.168, 0.903)
C (-1.835, 1.193, -2.295)
N (0.747, 0.427, 3.020)
O (-0.698, 1.489, -1.530)
Cl (2.277, -2.321, 1.742)
Br (0.552, 1.945, 2.083)
Br (-0.721, -0.475, 3.386)
H (1.534, 1.819, -0.850)
H (2.986, 0.141, 0.703)
H (-1.536, -1.073, -0.727)
H (-0.522, -1.642, 1.537)
H (-0.206, -2.594, 0.198)
H (-1.684, 0.643, -3.181)
H (-2.311, 2.040, -2.466)
H (-2.539, 0.644, -1.639)

Output
E_HOMO (spin up / spin down)	-8.3 / -7.3	eV
orbital gap (spin up / spin down)	7.54 / 6.20	eV

***

No. 11
# C7H8BrO4S

A structure of composition C7H8BrO4S in a non-equilibrium geometry (wB97M-V/def2-TZVPD, the OMol25 dataset).

Cartesian coordinates (Å):
C (-1.145, 1.537, 0.088)
C (-0.061, 1.355, 0.834)
C (-1.912, 0.390, -0.640)
C (0.334, -1.024, 0.310)
C (0.415, 0.032, 1.324)
C (-1.024, -0.857, -0.857)
C (1.819, 0.258, 1.955)
O (0.939, -1.575, -2.327)
O (-3.064, 0.470, -0.992)
O (-1.058, -0.590, -3.493)
O (0.444, 0.823, -2.237)
S (-0.089, -0.514, -2.419)
Br (-1.996, -2.432, -1.219)
H (-1.421, 2.562, -0.156)
H (0.401, 2.305, 0.988)
H (1.068, -1.084, -0.425)
H (0.355, -2.014, 0.883)
H (-0.333, -0.301, 2.102)
H (2.434, 0.476, 1.157)
H (2.160, -0.788, 2.346)
H (1.732, 0.971, 2.778)

Output
charge	-1
E_HOMO	-5.6	eV
orbital gap	8.74	eV

***

No. 12
# C7H8Cl2O2S

The molecule C7H8Cl2O2S in a non-equilibrium geometry (wB97M-V/def2-TZVPD, the OMol25 dataset).

Cartesian coordinates (Å):
C (0.577, 1.307, -1.834)
S (0.824, -0.149, -0.737)
O (-0.129, -1.207, -0.979)
O (2.193, -0.521, -1.095)
C (0.987, 0.448, 1.048)
C (0.825, -0.755, 1.849)
C (-0.326, -1.355, 1.905)
C (-1.454, -0.718, 1.183)
C (-1.345, 0.486, 0.686)
Cl (-2.660, 1.291, -0.052)
C (-0.219, 1.422, 1.071)
Cl (-0.586, 2.153, 2.607)
H (0.591, 0.895, -2.832)
H (-0.290, 1.933, -1.585)
H (1.502, 2.004, -1.908)
H (2.049, 0.829, 1.251)
H (1.653, -1.322, 2.253)
H (-0.373, -2.293, 2.297)
H (-2.533, -1.065, 1.209)
H (0.052, 2.149, 0.324)

Output
E_HOMO	-9.1	eV
orbital gap	9.04	eV
structure (SMILES)	CS(=O)(=O)[C@@H]1C=CC=C(Cl)[C@H]1Cl

***

Number 1: E_tot -11468.763 eV. Number 2: E_tot -28950.041 eV. Number 3: E_tot -35163.637 eV. Number 4: E_tot -7383.782 eV. Number 5: E_tot -7381.039 eV. Number 6: E_tot -7385.061 eV. Number 7: E_tot -121212.866 eV. Number 8: E_tot -100259.848 eV. Number 9: E_tot -18005.714 eV. Number 10: E_tot -163527.490 eV. Number 11: E_tot -96456.557 eV. Number 12: E_tot -47360.714 eV.